# CHHgO3

A molecular structure, CHHgO3 (the ωB97M-V functional and the def2-TZVPD basis, the OMol25 dataset).

Atoms and positions in Å:
1 Hg 1.692 0.484 -1.063
2 O 0.297 -0.797 -0.089
3 H 0.000 -1.594 0.363
4 O -1.548 0.210 0.833
5 C -0.516 0.341 0.213
6 O 0.074 1.356 -0.256

Cartesian forces (eV/Å) of the 2 atoms listed first:
Hg 4.8 0.6 -2.8
O -1.6 -1.6 1.2

Its multiplicity is 2. The calculation puts the total energy at -11368.74123 eV. Its LUMO energy (alpha / beta) is 0.31 / -2.13 eV. As for the energy relative to the best compared isomer or geometry (same formula, charge and spin): 5.15 kcal per mole. As for the gap between HOMO and LUMO (alpha / beta): 9.3 / 8.4 eV. As for the expectation value of S²: 0.753.